Arrangement A

DFT (the ωB97M-V functional and the def2-TZVPD basis) results for a single C4H9N molecule.

Positions of all 14 atoms, in Å:
C 1.0447 1.6805 0.5412
C 0.7997 0.1902 0.4954
C -0.3997 -0.3339 0.1564
C -0.7267 -1.8026 0.1919
N -1.1435 0.3241 -0.8670
H 1.9343 1.9881 1.1088
H 0.1480 2.2028 0.8877
H 1.3769 2.0462 -0.4714
H 1.5754 -0.5600 0.5380
H -1.6022 -2.0564 -0.4131
H 0.0491 -2.2469 -0.4451
H -0.9520 -2.3814 1.1131
H -0.7765 1.2121 -1.1717
H -1.3276 -0.2627 -1.6640

Summary:
**Gap between HOMO and LUMO**: 0.311 Ha
**SMILES**: C/C=C(/C)N
**LUMO energy**: 1.0 eV



Arrangement B

DFT (the ωB97M-V functional and the def2-TZVPD basis) results for 2 unconnected molecules or ions with the total composition C4H9N.

Positions of all 14 atoms, in Å:
C 2.0462 -0.0712 -0.4648
N 0.7844 -0.4678 0.1722
C 0.3388 0.4618 1.2481
C 0.8745 -0.6256 1.6492
H 2.7146 0.4863 0.2101
H 2.5640 -0.9701 -0.8175
H 1.8200 0.5544 -1.3356
H -0.1979 1.3924 1.3288
H 1.1651 -1.3828 2.3581
C -2.4203 0.1220 -0.8670
H -3.1795 -0.2153 -0.1562
H -2.3104 1.2080 -0.7890
H -2.7383 -0.1308 -1.8819
H -1.4613 -0.3614 -0.6544

Summary:
**Gap between HOMO and LUMO**: 0.350 Ha
**SMILES**: CN1C=C1.C
**LUMO energy**: 1.2 eV



Arrangement C

DFT (the ωB97M-V functional and the def2-TZVPD basis) results for 2 unconnected molecules or ions with the total composition C4H9N.

Positions of all 14 atoms, in Å:
C 0.6317 0.7139 1.1388
C 1.0541 1.9148 0.7285
N 0.8524 2.5916 -0.5032
H -0.0273 0.0969 0.5057
H 1.1301 0.2286 1.9702
H 1.6844 2.4695 1.4645
H -0.0186 2.4048 -1.0095
H 0.9774 3.6082 -0.4171
C -1.4919 -1.8580 -0.7598
C -0.5810 -2.7971 -0.5225
H -2.0066 -1.3500 0.0755
H -1.7234 -1.5350 -1.7838
H -0.4908 -3.2207 0.4504
H 0.0095 -3.2674 -1.3377

Summary:
**Gap between HOMO and LUMO**: 0.349 Ha
**SMILES**: C=CN.C=C
**LUMO energy**: 1.1 eV



Arrangement D

DFT (the ωB97M-V functional and the def2-TZVPD basis) results for a single C4H9N molecule.

Positions of all 14 atoms, in Å:
C 1.8829 0.3384 -0.1040
C 0.7660 -0.7234 -0.0519
C -0.5627 -0.2526 -0.1875
C -1.6048 -0.4158 0.8626
N -1.0405 0.6748 -1.2343
H 2.9289 0.0771 -0.2488
H 1.9314 0.8948 0.8315
H 1.4425 0.9399 -0.9274
H 0.9012 -1.7497 0.3192
H -2.5447 0.1198 0.6590
H -1.9003 -1.4812 0.9226
H -1.2129 -0.1032 1.8431
H -0.3040 1.1343 -0.5007
H -0.6830 0.5469 -2.1833

Summary:
**Gap between HOMO and LUMO**: 0.311 Ha
**SMILES**: C/C=C(/C)N
**LUMO energy**: 0.9 eV



Result of the stability comparison: arrangement D is the least stable of them.



Arrangement A

DFT (the ωB97M-V functional and the def2-TZVPD basis) results for 2 unconnected molecules or ions with the total composition C7H10N2O.

Positions of all 20 atoms, in Å:
C -2.3251 1.3039 0.0793
C -2.9917 0.1756 0.4784
C -2.4373 -1.0906 0.0758
N -1.2917 -1.2029 -0.5580
C -0.6106 -0.1061 -0.8818
C -1.0749 1.1895 -0.6161
H -2.7987 2.2795 0.3316
H -3.8862 0.2190 1.0305
H -2.9692 -2.0171 0.2620
H 0.2784 -0.2714 -1.5348
H -0.5945 2.1171 -0.8913
C 2.6826 0.0512 1.2294
C 2.1014 0.1382 -0.1609
N 1.7529 -1.0138 -0.6325
O 2.0130 1.1831 -0.8647
H 3.3862 1.0575 1.4914
H 3.4359 -0.9274 1.2228
H 1.7763 -0.1712 2.0328
H 1.7755 -0.9746 -1.7836
H 1.7775 -1.9398 -0.3103

Summary:
**Gap between HOMO and LUMO**: 0.363 Ha
**SMILES**: c1ccncc1.CC(N)=O
**LUMO energy**: 0.7 eV



Arrangement B

DFT (the ωB97M-V functional and the def2-TZVPD basis) results for a molecular structure, C7H10N2O.

Positions of all 20 atoms, in Å:
C -2.6711 -0.4803 0.3545
C -1.3477 0.2244 0.5926
C -0.1320 -0.6745 0.3937
C -0.0279 -0.3116 -1.0631
C -0.8044 0.9924 -0.6363
N 0.4450 1.6187 -0.1006
C 0.9875 0.2536 -0.1111
C 2.4209 -0.0745 0.0132
N 2.9675 -1.2235 -0.0772
H -2.6537 -1.0503 -0.5865
H -2.8916 -1.1818 1.1714
H -3.4926 0.2482 0.3002
H -1.3792 0.8210 1.5176
H 0.1072 -1.6255 0.8722
H 0.0824 -0.9022 -1.9717
H -1.4497 1.6159 -1.2629
H 0.8925 2.1269 -0.8631
O 3.1249 0.9385 0.5266
H 2.3242 -1.9201 -0.4494
H 3.4979 0.6045 1.3800

Summary:
**Gap between HOMO and LUMO**: 0.358 Ha
**LUMO energy**: 0.9 eV



Result of the stability comparison: arrangement B is the least stable of them.



Arrangement A

DFT (the ωB97M-V functional and the def2-TZVPD basis) results for a single C2H4N4S molecule.

Positions of all 11 atoms, in Å:
C 1.8737 0.6149 0.1261
C 1.3418 -0.6723 -0.2757
N 0.8254 1.4735 0.0907
N -0.2122 0.7217 -0.1426
N 0.0480 -0.5568 -0.3246
N -2.2560 -0.8799 0.2514
S -2.1710 0.5669 -0.2287
H 2.9446 0.8265 0.1527
H 1.9427 -1.5832 -0.2739
H -2.1789 -1.6583 -0.4100
H -2.1582 1.1470 1.0345

Summary:
**Gap between HOMO and LUMO**: 0.350 Ha
**LUMO energy**: 0.1 eV



Arrangement B

DFT (the ωB97M-V functional and the def2-TZVPD basis) results for a single C2H4N4S molecule.

Positions of all 11 atoms, in Å:
C -2.0006 -0.8640 0.4382
N -0.5332 -0.5958 0.4541
N 0.2162 -1.1014 1.5253
N 1.3719 -0.5337 1.4085
N 1.5740 0.1864 0.2690
C 0.3397 0.1403 -0.3284
S -0.1511 1.2193 -1.6157
H -2.1954 -1.4860 1.3293
H -2.5889 0.1488 0.3878
H -2.2443 -1.5176 -0.4415
H 1.0100 1.9983 -1.6820

Summary:
**Gap between HOMO and LUMO**: 0.367 Ha
**SMILES**: Cn1nnnc1S
**LUMO energy**: 0.4 eV



Result of the stability comparison: arrangement A is the least stable of them.



Arrangement A

DFT (the ωB97M-V functional and the def2-TZVPD basis) results for a molecular structure, H80O40.

Positions of all 120 atoms, in Å:
H -1.4858 4.2498 4.0626
H -0.1244 3.9145 4.2949
O -0.6946 4.0760 3.5279
H 4.7028 0.9717 2.6896
H 3.8678 2.2981 3.1641
O 4.7252 1.8717 3.0142
H -2.6989 0.2941 -3.6599
H -3.2030 1.6753 -4.1210
O -3.4955 0.8061 -3.8198
H 1.4116 -5.0745 -1.1356
H 0.6486 -3.9800 -1.9954
O 1.5145 -4.2937 -1.7013
H 0.1936 -1.5589 4.2883
H 0.7237 -1.7023 2.7136
O 0.5256 -2.0916 3.5643
H 0.9138 1.2657 5.4579
O 0.4940 2.0411 5.8634
H 3.4057 -2.1144 2.7679
O 3.9788 -1.8894 2.0257
H 2.7148 -1.7835 0.4942
H 2.2029 -2.7644 -0.5261
O 2.4036 -1.8192 -0.4234
H -4.3348 -0.1940 3.4930
H -3.2121 0.6240 4.2633
O -3.9864 0.6816 3.6825
H 2.7555 0.6583 6.4229
H 2.9434 -0.5913 5.4915
O 2.7293 -0.2990 6.3808
H 5.1426 -1.2689 0.1928
H 6.4120 -1.2452 -0.8013
O 5.4676 -1.3698 -0.7069
H 2.3952 -4.4961 -0.0200
O 2.6943 -5.3018 0.4370
H -1.3159 -0.0774 2.8054
H -0.4049 0.8533 1.9266
O -0.3991 0.1739 2.6190
H -0.1011 3.7629 1.0827
H -0.0527 2.9412 2.2313
O -0.0414 2.8128 1.2590
H -0.1371 -2.4963 -6.7634
H 0.6627 -3.0736 -5.6638
O -0.0489 -2.4354 -5.7928
H -6.7487 2.0710 0.8621
H -6.7608 0.5460 1.0925
O -6.8732 1.2251 0.4225
H 0.7722 -3.0379 1.6975
H -0.4658 -2.5312 0.9485
O 0.4419 -2.8925 0.8058
H -2.4834 1.9115 -0.7554
H -1.2667 2.6456 -1.0354
O -2.2314 2.7886 -1.0900
H -6.1312 1.9768 -1.8767
O -6.5500 1.1833 -2.2125
H -1.9647 -6.5597 -0.4825
H -1.7764 -5.0669 -0.5179
O -2.4806 -5.7498 -0.4141
H 0.5951 -3.3988 -2.6313
O 0.4024 -3.6537 -3.5455
H 1.0303 2.2047 -2.2121
H 0.6975 2.7583 -0.8879
O 0.5231 1.9301 -1.3816
H -1.2762 -3.8755 -2.0768
H -0.8926 -2.8819 -1.1572
O -0.7362 -3.8568 -1.2588
H -2.5374 3.4479 -3.9735
H -2.1522 2.5388 -2.9306
O -1.7283 2.9398 -3.7417
H -3.5418 -2.0939 2.0989
H -2.9961 -1.5340 0.5678
O -3.2431 -1.4159 1.5001
H -4.8797 -2.3202 0.3179
H -6.2308 -2.2890 -0.4944
O -5.5535 -1.7466 -0.0794
H 2.0492 4.5512 0.1182
H 1.0506 4.9537 -1.2010
O 1.1994 4.5684 -0.3268
H 0.8375 4.4346 -3.4750
H 0.1402 5.7545 -3.3942
O 1.0210 5.3683 -3.3173
H 2.3358 2.6009 -3.4171
H 3.2083 3.2371 -2.3533
O 2.2789 3.2781 -2.6977
H -3.5596 -4.1376 1.7109
H -3.7242 -4.4657 0.2108
O -3.7753 -3.7377 0.8621
H -0.1979 -0.5585 -0.5384
H -1.7076 -0.3998 -0.6474
O -0.9716 -0.8334 -1.1285
H 0.8493 1.0021 -0.2371
O 0.8259 0.2106 0.3935
H 2.7306 0.0853 2.8457
H 1.3275 -0.0231 3.4858
O 2.2584 0.1444 3.6873
H -5.8892 0.5105 -2.3886
H 1.1861 2.6329 6.1741
H 1.0316 -4.3971 -3.5283
H 4.9046 -2.1325 2.1047
H 3.6392 -5.2396 0.2230
H 1.3063 -0.6296 0.1907
O -4.5825 4.2221 -1.9506
H -5.3934 4.0601 -2.4273
H -3.9436 3.6950 -1.4546
O 2.6511 0.0820 -3.0107
H 3.1119 -0.1046 -2.1856
H 1.9012 -0.5260 -3.0341
O 2.0896 -4.7623 -4.0713
H 1.9365 -3.8397 -3.8759
H 1.8329 -5.2583 -3.2997
O -3.3194 -0.2864 -0.7792
H -3.9779 -0.0173 -0.1127
H -3.5316 -0.9494 -1.4420
O 2.2598 4.8680 3.3207
H 2.5089 5.6563 2.8418
H 1.6048 4.2160 3.1007
O 4.3368 1.7163 0.3560
H 3.5280 2.0406 0.7803
H 4.9423 2.2499 0.8889
O 4.7997 2.4817 -2.1951
H 4.7272 1.5379 -1.9980
H 5.3079 2.8248 -1.4516

Summary:
**Gap between HOMO and LUMO**: 0.349 Ha
**LUMO energy**: -0.5 eV



Arrangement B

DFT (the ωB97M-V functional and the def2-TZVPD basis) results for 40 unconnected molecules or ions with the total composition H80O40.

Positions of all 120 atoms, in Å:
H -0.1314 0.6213 6.7711
H -0.0214 -0.9893 6.8171
O 0.2359 -0.1922 6.3917
H 5.6071 -0.2746 -3.9628
H 5.2467 -0.2359 -2.5193
O 5.3639 0.3243 -3.2764
H -0.6256 -1.1409 2.9423
H -2.0758 -1.4748 2.8171
O -1.2298 -1.8939 2.7955
H -4.9221 1.0170 -4.4118
H -3.3649 0.8651 -4.1939
O -4.2493 0.6066 -3.8904
H -4.2617 1.3939 -2.2859
H -4.4388 2.2305 -0.8566
O -4.3186 2.2411 -1.8058
H -2.1002 5.2840 -1.6374
O -3.0186 5.4907 -1.4470
H -4.7159 -1.9967 -2.5656
O -4.6602 -1.2356 -1.9998
H 0.4130 -5.3084 -2.1991
H 0.8505 -5.4931 -3.5263
O 0.7207 -4.7423 -2.9353
H -1.9741 4.8736 3.1156
H -1.3670 3.4329 3.0960
O -2.1831 3.9527 3.2286
H 0.3858 2.7859 -0.7273
H 1.0143 4.0523 0.0087
O 0.3554 3.7329 -0.6404
H -2.6284 2.9818 -3.2139
H -1.2423 2.7924 -2.6735
O -1.7007 3.1762 -3.4412
H 2.4340 0.4756 5.8815
O 3.2725 0.0076 5.8574
H 0.7035 -1.9510 -2.9958
H 1.7079 -0.7620 -2.7458
O 1.5066 -1.6621 -2.5246
H 3.6170 1.0673 0.6463
H 3.5676 -0.2434 1.1380
O 3.1055 0.6151 1.2851
H 3.2789 -1.6076 0.1068
H 4.4971 -2.6217 0.4917
O 4.2134 -1.7345 0.3269
H -1.2992 -0.8547 -6.5607
H -0.3941 0.1633 -5.8080
O -0.4558 -0.4173 -6.5660
H -4.0456 -3.3456 3.3715
H -3.9698 -2.9379 1.9954
O -4.1787 -3.7535 2.4759
H -0.6994 0.2379 1.6290
H -1.0054 -0.5945 0.3755
O -0.4554 0.1378 0.6991
H -2.7653 -0.7263 -1.7297
O -1.9423 -0.5520 -2.2226
H -2.7154 1.9213 3.0130
H -3.1572 0.6690 1.9021
O -2.8896 1.0600 2.7089
H -4.5011 -4.2072 -1.5650
O -3.7452 -4.7801 -1.4507
H 0.8024 -2.5728 -0.8124
H 0.8250 -2.0789 0.6700
O 1.3576 -2.4411 -0.0619
H 5.2381 4.1306 -0.6263
H 5.6546 2.6339 -0.9946
O 5.8400 3.4236 -0.4260
H -0.2377 5.7149 -3.1380
H 0.0063 5.4861 -1.6503
O 0.1593 6.1254 -2.3834
H 3.0234 -1.4624 -5.8086
H 2.5551 -2.1098 -4.4710
O 2.9675 -2.3079 -5.3320
H 2.9965 1.7365 -0.7091
H 2.5658 2.6355 -1.8118
O 2.4640 1.7034 -1.5347
H 6.6012 0.2681 -1.2122
H 5.4983 -0.3488 -0.3081
O 5.9319 0.4837 -0.5630
H -5.7295 0.1718 1.6361
H -5.6677 0.3442 0.2021
O -5.1000 0.4909 0.9785
H -1.6437 -4.5899 2.3277
H -0.3421 -4.3164 1.3800
O -1.2810 -4.2357 1.5426
H 0.4307 4.0780 3.4327
H 0.9458 3.4502 4.8409
O 1.0035 3.4394 3.8726
H 2.7664 -1.9928 2.8848
H 1.6153 -1.0349 2.7715
O 1.8163 -1.9711 2.7549
H -0.8671 -3.7404 -3.4027
O -1.2128 -2.8418 -3.2451
H -3.0378 -2.5132 -4.0831
H -3.5081 -2.2961 -5.5957
O -3.6088 -2.8196 -4.8098
H -2.2480 -0.6380 -3.1190
H -3.5047 4.7338 -1.8223
H -3.9361 -5.6420 -1.1455
H -5.0925 -0.4489 -2.2494
H 2.9608 -0.8969 5.6731
H -1.5050 -2.8335 -2.3077
O 3.2710 -4.6004 2.3525
H 2.7599 -5.4245 2.2577
H 2.6753 -4.0256 1.8347
O -0.4767 4.9219 1.8732
H 0.2864 5.3589 1.3696
H -0.8769 4.6573 1.0260
O -2.0224 -3.0074 -0.6560
H -1.3244 -3.1238 -0.0035
H -2.6079 -3.7808 -0.6999
O 1.9608 5.6080 1.0076
H 2.5574 5.3322 1.7340
H 2.6150 6.1257 0.5239
O 3.1698 3.1956 1.8728
H 2.3971 3.1870 2.4798
H 3.6368 2.5395 2.4161
O -0.2796 0.3463 3.7357
H 0.3008 1.1122 3.6702
H -0.4680 -0.1043 4.5831
O 1.8986 -4.8770 4.5129
H 2.6853 -4.5559 4.0467
H 1.6904 -4.2827 5.2101

Summary:
**Gap between HOMO and LUMO**: 0.373 Ha
**LUMO energy**: -0.4 eV



Result of the stability comparison: arrangement A is the least stable of them.